(1)
Density functional theory data (wB97M-V/def2-TZVPD) for a cluster of 2 separate species, H4NOPS in total.

Last column: natural (NBO) charge in e.
Atoms and positions in Å:
S1 2.336 0.065 -0.178  -0.595
P1 -0.388 -0.140 -1.096  1.319
O1 -0.864 1.268 -0.294  -1.004
N1 -0.694 -1.272 0.102  -1.180
H1 -1.066 2.061 -0.871  0.522
H2 1.561 0.824 0.503  0.089
H3 -0.458 -2.182 -0.187  0.414
H4 -0.714 -0.950 1.124  0.436

Properties
- HOMO: -0.296 Ha
- Total charge: 0
- ΔE to the lowest compared entry with this formula, charge and spin: 155.9 kJ/mol
- Lowest unoccupied orbital energy: -0.017 Eh
- HOMO-LUMO gap: 7.61 eV


(2)
Density functional theory data (wB97M-V/def2-TZVPD) for a structure of composition C6H17FeNO7P.

Last column: natural (NBO) charge in e.
Atoms and positions in Å:
Fe1 17.329 31.238 -17.133  1.429
P1 19.160 32.682 -16.121  2.423
O1 18.102 31.832 -15.427  -1.235
O2 20.678 32.476 -15.849  -0.711
O3 15.383 30.935 -16.371  -0.579
O4 19.070 31.958 -17.485  -1.169
O5 18.732 34.189 -16.188  -0.984
O6 16.227 32.763 -18.020  -0.754
O7 17.221 30.318 -19.113  -0.757
N1 17.504 29.300 -16.329  -0.855
C1 14.512 31.929 -15.907  -0.245
C2 15.133 29.624 -15.880  -0.064
C3 16.982 31.456 -19.928  -0.098
C4 16.145 28.725 -16.486  -0.086
C5 16.234 27.274 -15.963  -0.616
C6 15.822 32.305 -19.347  -0.095
H1 14.526 32.854 -16.483  0.207
H2 17.716 29.450 -15.353  0.397
H3 15.670 33.205 -19.943  0.204
H4 14.131 29.402 -16.248  0.186
H5 15.874 28.654 -17.540  0.200
H6 17.991 29.814 -19.388  0.507
H7 13.475 31.592 -15.904  0.169
H8 16.785 26.681 -16.692  0.218
H9 15.262 26.782 -15.930  0.217
H10 17.917 32.005 -20.042  0.220
H11 14.660 32.168 -14.854  0.198
H12 16.699 27.287 -14.977  0.214
H13 16.721 30.993 -20.879  0.184
H14 15.084 29.525 -14.796  0.189
H15 16.028 33.699 -17.946  0.518
H16 18.154 28.547 -16.506  0.380
H17 14.879 31.776 -19.217  0.188

Properties
- Multiplicity: 6
- HOMO (spin up / spin down): -0.275 / -0.262 Ha
- Total charge: 0
- Lowest unoccupied orbital energy (spin up / spin down): 0.000 / -0.038 Eh
- HOMO-LUMO gap (spin up / spin down): 7.49 / 6.09 eV


(3)
Density functional theory data (wB97M-V/def2-TZVPD) for a structure of composition C41H62N8OSTi.

Last column: Mulliken charge in e.
Atoms and positions in Å:
Ti1 -0.254 -0.755 -0.443  0.973
S1 1.901 -0.882 -0.489  -1.098
O1 0.903 2.276 -1.139  -0.617
N1 2.433 4.214 -0.241  -0.575
N2 -1.157 1.099 -0.956  2.008
N3 -2.591 2.721 -1.516  0.152
N4 2.503 0.497 2.789  -0.211
N5 -3.492 0.576 -1.183  -0.010
N6 -0.849 -1.819 -1.912  2.216
N7 -1.074 -1.403 1.203  2.351
N8 -0.028 1.883 1.815  0.981
C1 -1.965 -0.029 -4.296  -1.957
C2 -1.014 -0.875 4.931  -1.111
C3 -0.106 -1.806 -4.320  0.854
C4 0.484 0.598 -4.067  -1.089
C5 0.468 3.002 2.638  0.190
C6 -2.709 -2.505 -0.388  0.983
C7 0.052 -1.664 5.299  -1.325
C8 0.377 -4.368 -1.490  2.203
C9 0.437 -2.543 -5.370  -0.847
C10 -2.912 -2.778 -2.798  -1.026
C11 0.349 -3.697 -2.858  0.809
C12 0.297 -2.343 3.001  0.651
C13 2.767 1.940 2.819  -0.729
C14 0.908 -3.832 -5.200  -1.472
C15 -2.679 0.180 3.503  0.341
C16 2.343 -3.711 2.303  -2.028
C17 0.871 -4.395 -3.939  -0.170
C18 0.017 -4.647 2.132  -1.000
C19 -4.172 -3.317 -2.671  -1.047
C20 -2.142 -2.343 -1.701  0.774
C21 -0.731 -1.447 2.613  -0.812
C22 -3.998 -3.107 -0.303  -0.672
C23 2.403 3.892 1.202  -0.170
C24 -3.759 3.249 -2.182  -1.188
C25 -3.356 0.374 2.153  -1.611
C26 0.875 -3.372 2.041  2.583
C27 -1.293 3.372 -1.603  -0.575
C28 1.620 2.641 3.579  -1.414
C29 -0.422 2.266 -1.120  -0.844
C30 -2.108 -2.234 0.877  -1.314
C31 -1.434 -0.728 3.604  1.058
C32 2.868 2.451 1.373  -0.158
C33 -4.725 -3.491 -1.397  -1.041
C34 0.694 -2.408 4.326  -0.644
C35 -0.171 -2.401 -3.044  -1.258
C36 -2.427 1.586 4.091  -1.414
C37 0.972 4.132 1.729  -0.969
C38 -0.530 -5.602 -1.455  -1.722
C39 1.821 -4.717 -1.110  -1.462
C40 -0.524 -0.383 -4.667  0.487
C41 -2.419 1.408 -1.230  -1.047
H1 2.163 5.178 -0.401  0.243
H2 -3.408 -0.300 4.160  0.729
H3 1.278 1.982 4.382  0.458
H4 1.298 3.065 -0.705  0.301
H5 2.950 -2.806 2.378  0.230
H6 -3.277 -0.405 -1.071  -0.346
H7 -1.567 -5.330 -1.671  0.281
H8 1.989 3.569 4.028  0.541
H9 3.702 2.155 3.346  0.470
H10 -4.660 3.003 -1.618  0.323
H11 -1.262 4.272 -0.971  0.374
H12 -2.113 -0.106 -3.224  0.504
H13 -0.452 -0.299 -5.753  0.763
H14 2.908 0.014 3.578  0.284
H15 -1.017 1.760 1.959  -0.605
H16 2.277 -5.382 -1.847  0.468
H17 -1.571 -0.360 5.706  0.510
H18 -2.588 -2.734 1.710  0.242
H19 -3.864 2.873 -3.206  0.336
H20 2.262 1.810 0.735  -0.480
H21 1.485 -3.091 4.612  0.285
H22 -4.203 0.734 -1.882  0.434
H23 3.367 4.092 -0.616  0.274
H24 -4.169 1.096 2.264  0.451
H25 0.487 -5.468 1.584  0.405
H26 -3.372 2.022 4.422  0.479
H27 0.195 1.633 -4.269  0.316
H28 -4.411 -3.260 0.689  0.377
H29 2.420 -3.805 -1.050  0.240
H30 -2.014 2.256 3.336  0.371
H31 3.901 2.359 1.020  0.588
H32 -0.363 3.403 3.226  0.824
H33 -2.479 -2.690 -3.784  0.508
H34 -4.720 -3.616 -3.556  0.402
H35 3.088 4.540 1.761  0.476
H36 0.479 -2.088 -6.353  0.366
H37 -0.500 -6.074 -0.470  0.355
H38 1.854 -5.221 -0.141  0.357
H39 0.351 -1.732 6.337  0.430
H40 0.576 0.463 -2.998  -0.081
H41 0.952 5.076 2.282  0.350
H42 2.729 -4.298 1.468  0.429
H43 -1.740 1.574 4.936  0.445
H44 0.015 -3.660 -0.751  -1.663
H45 -0.981 -4.488 1.716  0.058
H46 -0.208 -6.339 -2.196  0.373
H47 -5.706 -3.932 -1.272  0.360
H48 0.825 -2.980 1.037  -1.847
H49 0.281 4.220 0.886  -0.026
H50 -2.184 0.998 -4.610  0.512
H51 -3.787 -0.545 1.758  0.285
H52 -2.676 -0.695 -4.791  0.419
H53 -1.046 3.685 -2.636  0.356
H54 1.250 -5.400 -3.793  0.415
H55 -0.095 -4.955 3.176  0.407
H56 1.476 0.428 -4.492  0.439
H57 2.818 0.063 1.928  -0.034
H58 0.435 1.020 2.086  -1.074
H59 -3.672 4.331 -2.227  0.429
H60 2.471 -4.300 3.215  0.462
H61 -2.655 0.770 1.422  0.059
H62 1.307 -4.389 -6.041  0.372

Properties
- HOMO (spin up / spin down): -0.157 / -0.169 Ha
- Total charge: 0
- Lowest unoccupied orbital energy (spin up / spin down): -0.033 / -0.021 Eh
- HOMO-LUMO gap (spin up / spin down): 3.37 / 4.01 eV


no.,E (eV),strongest force on any atom (eV/A)
1,-23725.96058,3.749
2,-65996.29718,3.029
3,-91443.03803,2.679